Entry 1:
{
  "formula": "C18H34N3O2",
  "method": "ωB97M-V/def2-TZVPD",
  "gap_ha": 0.3448,
  "charge": 1,
  "e_tot_ev": -27776.88577,
  "e_homo_ha": -0.4166,
  "lumo_energy_ha": -0.0718,
  "elements": ["C", "C", "C", "C", "O", "C", "C", "C", "N", "C", "C", "C", "C", "C", "N", "C", "C", "N", "C", "C", "O", "C", "C", "H", "H", "H", "H", "H", "H", "H", "H", "H", "H", "H", "H", "H", "H", "H", "H", "H", "H", "H", "H", "H", "H", "H", "H", "H", "H", "H", "H", "H", "H", "H", "H", "H", "H"],
  "coordinates": [[-5.0041, -2.5577, -0.9880], [-4.1132, -1.3318, -1.1388], [-4.6993, -0.1157, -0.4238], [-3.7956, 1.1117, -0.5305], [-2.5301, 0.9384, 0.0949], [-2.5114, 1.0049, 1.5193], [-1.7203, -0.1748, 2.0941], [-0.2407, -0.0749, 1.7375], [-0.0589, -0.0741, 0.2689], [0.0189, -1.4343, -0.3332], [1.2945, -2.1026, 0.0233], [1.5232, -3.0663, 0.9776], [2.8953, -3.3659, 0.9539], [3.4579, -2.5743, -0.0086], [2.4905, -1.8077, -0.5784], [2.7506, -0.8233, -1.5938], [3.2425, 0.5039, -0.9922], [2.1488, 1.3389, -0.4909], [1.5989, 2.2113, -1.5327], [0.3246, 2.8961, -0.9909], [0.2557, 2.7851, 0.4148], [1.4763, 3.1701, 1.0054], [2.5856, 2.1579, 0.6470], [-5.9869, -2.3665, -1.4104], [-5.1290, -2.8174, 0.0610], [-4.5706, -3.4107, -1.5038], [-3.1234, -1.5495, -0.7291], [-3.9887, -1.1000, -2.1987], [-5.6641, 0.1376, -0.8637], [-4.8699, -0.3593, 0.6274], [-3.5600, 1.3111, -1.5793], [-4.2939, 1.9932, -0.1118], [-3.5290, 0.9940, 1.9145], [-2.0356, 1.9507, 1.8076], [-1.8242, -0.1724, 3.1784], [-2.1437, -1.1081, 1.7200], [0.1509, 0.8665, 2.1229], [0.3298, -0.9034, 2.1631], [-0.8887, 0.4270, -0.1028], [0.8284, 0.4817, 0.0027], [-0.8114, -2.0366, 0.0372], [-0.0926, -1.3287, -1.4150], [0.7831, -3.5219, 1.6054], [3.4028, -4.0813, 1.5673], [4.4760, -2.5130, -0.3375], [3.5345, -1.2117, -2.2492], [1.8562, -0.6637, -2.1995], [3.9068, 0.2660, -0.1582], [3.8286, 1.0488, -1.7424], [2.3420, 2.9646, -1.8287], [1.3607, 1.6146, -2.4141], [-0.5853, 2.4250, -1.3668], [0.3156, 3.9529, -1.2878], [1.3067, 3.2026, 2.0821], [1.7510, 4.1779, 0.6702], [3.5134, 2.6957, 0.4127], [2.7818, 1.4842, 1.4847]],
  "forces_ev_per_angstrom": [[0.210, 0.100, -0.092], [-0.259, 0.024, 0.184], [0.599, 0.074, -0.165], [-0.460, -0.005, -0.151], [0.217, -0.143, 0.105], [-0.055, -0.046, 0.327], [-0.004, 0.361, -0.330], [-0.195, -0.152, 0.581], [-0.183, 0.284, -0.220], [0.185, -0.276, -0.049], [-0.376, -0.120, 0.132], [-0.143, 0.154, -0.175], [0.151, 0.051, 0.000], [0.286, -0.229, 0.173], [-0.196, -0.137, 0.022], [0.393, 0.538, -0.094], [-0.026, -0.220, -0.206], [0.200, 0.139, -0.036], [-0.077, 0.111, 0.017], [-0.034, 0.054, -0.221], [-0.227, -0.049, 0.108], [0.234, 0.084, 0.084], [-0.090, 0.077, 0.175], [-0.139, -0.035, -0.031], [-0.044, -0.063, 0.100], [-0.041, -0.132, -0.019], [0.070, 0.026, -0.046], [0.091, 0.031, -0.044], [-0.099, 0.036, 0.040], [-0.106, 0.024, 0.061], [-0.109, 0.046, 0.059], [0.092, -0.002, -0.038], [0.002, 0.016, -0.044], [-0.094, -0.063, 0.014], [0.032, -0.030, 0.047], [-0.071, -0.070, 0.039], [0.083, -0.050, -0.066], [0.049, 0.120, -0.086], [0.258, -0.141, -0.153], [-0.260, -0.211, 0.096], [0.006, 0.103, -0.062], [-0.110, 0.060, 0.075], [-0.223, -0.072, 0.104], [0.160, -0.153, 0.089], [0.211, 0.037, -0.116], [-0.162, -0.003, -0.005], [0.063, -0.057, -0.026], [-0.005, 0.024, -0.072], [0.013, 0.035, 0.051], [0.027, -0.093, -0.015], [0.036, 0.032, -0.030], [0.055, 0.036, -0.032], [-0.043, -0.105, 0.014], [0.077, 0.043, -0.070], [-0.042, -0.040, 0.044], [0.009, -0.062, -0.001], [0.060, 0.041, -0.047]],
  "mulliken_charge": [-1.45, 0.34, -0.59, -0.86, -0.45, -0.77, -0.68, -0.69, 1.36, -0.79, 0.09, -0.43, -1.02, -0.37, 0.16, -1.04, -0.91, 0.03, -0.73, -0.55, -0.32, -0.61, -0.90, 0.36, 0.34, 0.40, -0.30, 0.33, 0.51, 0.27, 0.45, 0.35, 0.55, 0.31, 0.45, 0.26, 0.20, 0.50, 0.40, -0.17, 0.46, 0.46, 0.57, 0.48, 0.44, 0.48, 0.29, 0.53, 0.31, 0.41, 0.40, 0.05, 0.47, 0.34, 0.34, 0.49, 0.44]
}



Entry 2:
{
  "formula": "C2H5BrNP",
  "method": "ωB97M-V/def2-TZVPD",
  "gap_ha": 0.3406,
  "charge": 0,
  "e_tot_ev": -82974.76193,
  "e_homo_ha": -0.3272,
  "lumo_energy_ha": 0.0134,
  "elements": ["C", "P", "N", "C", "Br", "H", "H", "H", "H", "H"],
  "coordinates": [[-1.2538, -0.5936, 1.3357], [0.1413, 0.6444, 0.7097], [1.1179, 0.1012, -0.7098], [1.2889, 0.4834, -1.8877], [0.1482, 1.7309, -2.9463], [-1.5431, -1.3510, 0.6338], [-0.6706, -0.9915, 2.2026], [-2.1661, 0.0010, 1.6450], [0.8991, -0.1245, 1.5488], [2.0383, 0.0998, -2.5318]],
  "forces_ev_per_angstrom": [[0.473, 1.459, 0.230], [-0.456, -0.086, -0.657], [-0.368, 0.157, -0.639], [-1.758, -0.044, 1.931], [0.229, -0.269, 0.432], [-0.027, -0.481, -0.218], [-1.273, -0.011, -0.654], [1.166, -0.663, -0.352], [1.261, 0.124, 0.430], [0.754, -0.186, -0.503]],
  "mulliken_charge": [-0.84, 0.10, -0.34, -0.02, -0.20, 0.32, 0.27, 0.25, 0.05, 0.41]
}